# 1
Computed, not measured: 11 unconnected molecules or ions with the total composition C43H84B2Cl2F4N4O19PS in a non-equilibrium geometry, with ωB97M-V/def2-TZVPD.

Element x y z (Å)
C 2.07 -4.44 -0.65
C 1.77 -3.10 -1.36
C 1.59 -2.02 -0.29
C 1.71 -0.47 -0.56
C 3.22 -0.16 -0.48
Cl 4.33 -1.40 -0.97
C 3.80 0.93 0.05
C 3.17 2.12 0.67
Cl 5.51 1.10 0.12
N 0.92 0.12 0.60
S 1.28 -0.24 2.21
C 0.36 -1.65 2.80
O 2.66 -0.51 2.42
O 0.86 0.88 3.02
C -0.20 0.88 0.37
N -0.39 1.98 1.03
F -1.47 2.73 0.78
N -1.15 0.58 -0.58
B -2.29 -0.22 0.00
O -2.14 -1.30 0.79
O -3.54 0.21 -0.30
C -0.50 -0.27 -1.65
B -1.49 -0.30 -2.93
O -2.19 0.80 -3.33
O -1.66 -1.47 -3.62
C 0.97 0.02 -1.89
C 1.35 -0.75 -3.14
O 2.76 -0.87 -3.31
C 3.17 -1.02 -4.60
F 4.45 -1.44 -4.58
F 3.11 0.14 -5.29
F 2.43 -1.95 -5.25
P 1.36 1.80 -2.39
N 0.64 2.24 -3.70
O 2.94 1.91 -2.66
O 0.96 2.89 -1.26
H 1.68 -4.43 0.36
H 1.64 -5.25 -1.23
H 3.14 -4.62 -0.62
H 0.84 -3.25 -1.91
H 2.55 -2.95 -2.09
H 0.60 -2.20 0.11
H 2.34 -2.24 0.46
H 3.60 2.24 1.66
H 2.10 2.16 0.77
H 3.48 3.01 0.13
H -0.36 -2.01 2.08
H -0.08 -1.42 3.75
H 1.08 -2.45 2.96
H 0.24 2.38 1.74
H -2.87 -1.28 1.44
H -3.51 1.14 -0.53
H -0.57 -1.30 -1.30
H -2.31 0.73 -4.28
H -2.04 -2.16 -3.06
H 0.90 -1.74 -3.18
H 0.98 -0.27 -4.04
H 0.02 1.53 -4.06
H 3.13 2.85 -2.79
H 1.56 3.65 -1.31
C -1.80 4.55 -3.08
C -1.65 6.04 -3.20
O -1.17 6.69 -2.29
C -2.09 6.68 -4.49
H -1.42 4.23 -2.11
H -2.84 4.24 -3.17
H -1.20 4.08 -3.86
H -3.15 6.50 -4.65
H -1.52 6.27 -5.32
H -1.91 7.75 -4.44
C -6.26 -0.86 3.82
C -5.50 -0.19 2.71
O -4.29 -0.25 2.65
C -6.31 0.56 1.68
H -5.56 -1.36 4.49
H -6.82 -0.11 4.39
H -6.95 -1.60 3.41
H -6.88 1.36 2.17
H -7.00 -0.13 1.19
H -5.65 0.99 0.94
C 0.01 -3.98 7.01
C -0.87 -3.77 5.80
O -0.41 -3.73 4.68
C -2.35 -3.61 6.04
H 1.04 -4.07 6.69
H -0.08 -3.12 7.68
H -0.29 -4.88 7.54
H -2.53 -2.74 6.68
H -2.75 -4.50 6.52
H -2.86 -3.47 5.09
C -5.09 -7.93 4.09
C -4.17 -6.74 4.28
O -4.43 -5.88 5.09
C -2.93 -6.69 3.43
H -5.94 -7.85 4.76
H -5.45 -7.96 3.06
H -4.55 -8.85 4.30
H -3.20 -6.66 2.38
H -2.30 -7.56 3.62
H -2.36 -5.79 3.67
C -5.66 -4.60 -2.18
C -4.86 -3.88 -3.23
O -3.65 -3.91 -3.24
C -5.64 -3.10 -4.27
H -4.99 -5.11 -1.50
H -6.27 -3.89 -1.61
H -6.32 -5.34 -2.65
H -6.24 -2.33 -3.79
H -6.29 -3.78 -4.82
H -4.94 -2.63 -4.96
C -3.18 8.25 -0.14
C -4.14 7.78 0.91
O -5.25 7.39 0.64
C -3.64 7.79 2.34
H -3.65 8.20 -1.12
H -2.87 9.28 0.05
H -2.30 7.60 -0.14
H -3.40 8.80 2.66
H -2.76 7.16 2.44
H -4.43 7.39 2.99
C 0.93 5.67 5.12
C 0.61 4.93 3.85
O 1.42 4.22 3.30
C -0.78 5.11 3.27
H 1.95 5.45 5.42
H 0.83 6.74 4.97
H 0.26 5.35 5.92
H -0.96 6.15 3.03
H -1.52 4.76 3.99
H -0.85 4.52 2.36
C 1.49 7.13 -0.66
C 2.77 6.89 -1.41
O 3.00 5.81 -1.93
C 3.75 8.03 -1.50
H 0.90 6.22 -0.70
H 1.71 7.37 0.38
H 0.92 7.94 -1.11
H 4.07 8.33 -0.50
H 3.29 8.88 -2.00
H 4.62 7.72 -2.07
C 6.99 -2.76 -5.39
C 8.40 -2.75 -5.95
O 8.92 -3.75 -6.36
C 9.11 -1.42 -5.96
H 6.60 -3.77 -5.44
H 6.99 -2.43 -4.35
H 6.35 -2.10 -5.98
H 9.20 -1.03 -4.95
H 8.56 -0.70 -6.57
H 10.10 -1.54 -6.38
C 6.42 -6.41 1.30
C 5.06 -6.76 0.76
O 4.43 -5.99 0.08
C 4.52 -8.13 1.11
H 6.69 -5.41 0.98
H 6.42 -6.45 2.39
H 7.17 -7.12 0.92
H 4.43 -8.23 2.19
H 5.18 -8.90 0.72
H 3.53 -8.25 0.66

Computed properties:
**HOMO energy**: -0.3853 hartree
**Charge**: +1
**LUMO level**: -3.0 eV
**HOMO-LUMO gap**: 7.44 eV

# 2
Computed, not measured: a molecular structure, C33H32ClMnN3O3PS2 in a non-equilibrium geometry, with ωB97M-V/def2-TZVPD.

Element x y z (Å)
Mn -0.90 -0.95 1.85
O -3.49 -1.05 4.40
C -2.67 -0.95 3.52
O -1.35 -0.96 3.68
C -2.90 -0.80 2.03
P -0.33 1.23 1.91
C -0.13 2.26 0.44
C -1.29 2.69 -0.20
C -1.22 3.42 -1.38
C 0.01 3.71 -1.95
C 1.17 3.29 -1.32
C 1.11 2.56 -0.14
C 0.92 1.70 3.09
C 1.27 0.68 4.16
C 2.58 1.07 4.89
C 2.76 2.52 5.14
C 2.22 3.41 4.30
C 1.39 2.97 3.19
H -3.32 0.17 1.76
H -3.45 -1.62 1.57
H -2.26 2.47 0.24
H -2.14 3.76 -1.86
H 0.06 4.28 -2.87
H 2.14 3.51 -1.76
H 2.02 2.22 0.34
H 0.43 0.63 4.86
H 2.64 0.51 5.83
H 3.39 2.84 5.97
H 2.39 4.47 4.42
H 1.07 3.72 2.48
C -0.01 -2.03 -5.58
C 0.14 -2.96 -4.38
C 0.37 -2.22 -3.07
N -0.82 -1.45 -2.71
C -1.05 -1.01 -1.49
S 0.19 -1.02 -0.33
N -2.27 -0.52 -1.11
C -3.49 -0.35 -1.77
O -4.49 -0.21 -1.11
C -3.52 -0.24 -3.26
C -2.84 0.81 -3.88
C -2.95 0.97 -5.26
C -3.70 0.08 -6.01
C -4.36 -0.98 -5.38
C -4.28 -1.13 -4.01
H -0.17 -2.61 -6.49
H 0.88 -1.42 -5.71
H -0.86 -1.36 -5.47
H 0.99 -3.63 -4.53
H -0.74 -3.60 -4.26
H 1.23 -1.55 -3.14
H 0.56 -2.93 -2.26
H -1.59 -1.51 -3.35
H -2.37 -0.41 -0.10
H -2.24 1.49 -3.29
H -2.44 1.79 -5.74
H -3.77 0.20 -7.08
H -4.95 -1.67 -5.97
H -4.81 -1.93 -3.51
Cl 3.09 -3.32 2.57
C 3.82 -1.85 3.13
C 5.21 -1.80 3.32
C 5.79 -0.70 3.96
C 5.06 0.39 4.31
C 3.65 0.49 3.91
C 3.04 -0.79 3.48
C 1.57 -0.72 3.61
H 5.81 -2.66 3.04
H 6.85 -0.73 4.20
H 5.52 1.24 4.80
H 3.61 1.17 3.03
H 1.10 -0.94 2.65
H 1.21 -1.50 4.30
S -0.90 -3.28 1.86
C -1.40 -3.59 0.28
N -1.76 -3.80 -0.80

Computed properties:
**HOMO energy (alpha / beta)**: -0.2422 / -0.2435 hartree
**LUMO level (alpha / beta)**: -3.3 / -3.3 eV
**HOMO-LUMO gap (alpha / beta)**: 3.27 / 3.37 eV

# 3
Computed, not measured: a molecular structure, C4H7N2 in a non-equilibrium geometry, with ωB97M-V/def2-TZVPD.

Element x y z (Å)
C 0.77 -1.14 -1.51
C 0.46 -0.03 -0.91
C 1.23 -1.92 -2.47
C -1.10 0.51 1.35
N 0.04 0.81 -0.12
N -0.59 1.22 2.31
H 1.96 -1.41 -3.17
H 1.06 -3.04 -2.62
H -1.93 0.86 0.74
H -1.01 -0.59 1.19
H -0.09 1.74 -0.36
H 0.02 0.83 3.00
H -0.82 2.16 2.58

Computed properties:
**Relative energy (zero: lowest compared OMol25 entry of this formula, charge and spin)**: 104.4 kcal per mole
**HOMO energy**: -0.4968 hartree
**Charge**: +1
**LUMO level**: -4.8 eV
**HOMO-LUMO gap**: 8.73 eV

# 4
Computed, not measured: 2 unconnected molecules or ions with the total composition C5H12 in a non-equilibrium geometry, with ωB97M-V/def2-TZVPD.

Element x y z (Å)
C 1.45 -0.42 -2.35
C 2.12 -1.78 -2.20
H 1.33 0.01 -1.41
H 0.46 -0.51 -2.79
H 1.97 0.25 -2.94
H 1.44 -2.42 -1.50
H 2.28 -2.44 -3.17
H 3.12 -1.71 -1.63
C -1.13 2.01 1.75
C -1.29 0.65 2.31
C -2.38 -0.17 2.14
H -1.53 2.94 2.45
H -0.02 2.22 1.52
H -1.82 2.08 0.82
H -0.36 0.32 2.60
H -2.30 -1.15 2.63
H -3.35 0.12 1.76

Computed properties:
**Relative energy (zero: lowest compared OMol25 entry of this formula, charge and spin)**: 54.6 kcal per mole
**HOMO energy**: -0.3444 hartree
**Structure (SMILES)**: C=CC.CC
**LUMO level**: 1.0 eV
**HOMO-LUMO gap**: 10.35 eV

# 5
Computed, not measured: a single C11H20N2 molecule in a non-equilibrium geometry, with ωB97M-V/def2-TZVPD.

Element x y z (Å)
C 0.39 -0.15 -2.51
C 1.05 -0.59 -1.42
C -0.74 -0.03 0.40
C -1.07 0.51 1.69
C -3.37 0.87 -2.26
C 1.82 0.79 1.84
C 1.29 -1.78 1.63
C 3.07 -0.82 0.43
C -1.81 -0.05 -0.65
C -2.22 1.30 -1.36
C 1.66 -0.48 0.97
N 0.02 0.04 -3.58
N 0.53 -0.30 -0.10
H 1.98 -1.10 -1.56
H -0.74 1.51 1.82
H -0.53 0.04 2.48
H -2.14 0.59 1.85
H -3.08 -0.07 -2.70
H -3.49 1.56 -3.08
H -4.26 0.83 -1.63
H 1.53 1.67 1.15
H 1.12 0.89 2.62
H 2.86 0.88 2.20
H 2.15 -2.15 2.17
H 1.10 -2.53 0.90
H 0.35 -1.57 2.15
H 3.04 -1.70 -0.17
H 3.56 -0.06 -0.23
H 3.71 -0.89 1.30
H -1.38 -0.63 -1.46
H -2.73 -0.47 -0.26
H -2.26 2.26 -0.65
H -1.41 1.62 -1.99

Computed properties:
**Relative energy (zero: lowest compared OMol25 entry of this formula, charge and spin)**: 33.3 kcal per mole
**HOMO energy**: -0.2533 hartree
**LUMO level**: 0.5 eV
**HOMO-LUMO gap**: 7.36 eV

# 6
Computed, not measured: a single C31H51N3 molecule, with ωB97M-V/def2-TZVPD.

Element x y z (Å)
C 6.01 -3.09 0.64
N 4.83 -2.31 0.35
H 4.63 -1.70 1.14
C 4.96 -1.50 -0.85
H 5.25 -2.18 -1.66
C 3.63 -0.86 -1.24
N 2.76 -1.95 -1.64
H 2.72 -2.64 -0.90
C 1.46 -1.66 -2.19
H 1.53 -0.71 -2.73
C 0.27 -1.58 -1.20
N -0.92 -1.01 -1.82
H -1.01 -1.37 -2.76
C -0.99 0.44 -1.80
C -1.54 0.93 -0.45
H -1.17 0.27 0.33
H -1.15 1.93 -0.25
C -3.08 0.99 -0.34
C -3.44 1.18 1.14
H -2.98 2.10 1.52
C -4.95 1.25 1.31
C -5.51 2.43 0.51
C -5.16 2.24 -0.96
C -5.80 0.94 -1.47
C -5.24 -0.23 -0.66
C -5.58 -0.05 0.82
H -5.19 -0.89 1.39
H -6.66 -0.01 0.95
C -3.73 -0.30 -0.84
H -3.32 -1.15 -0.28
H -3.49 -0.46 -1.89
H -5.69 -1.17 -1.02
H -6.88 0.99 -1.36
H -5.57 0.80 -2.53
C -3.65 2.17 -1.13
H -3.20 3.10 -0.78
H -3.40 2.06 -2.19
H -5.56 3.08 -1.54
H -5.07 3.37 0.88
H -6.59 2.49 0.64
H -5.19 1.39 2.38
H -3.04 0.34 1.72
H 0.00 0.90 -1.97
H -1.64 0.77 -2.61
H 0.54 -0.94 -0.36
C -0.07 -2.98 -0.64
C -1.07 -2.89 0.47
C -2.35 -3.41 0.32
C -3.28 -3.31 1.34
C -2.95 -2.68 2.53
C -1.67 -2.17 2.69
C -0.74 -2.28 1.67
H 0.26 -1.89 1.82
H -1.40 -1.69 3.62
H -3.67 -2.60 3.32
H -4.28 -3.71 1.20
H -2.63 -3.88 -0.61
H -0.46 -3.59 -1.45
H 0.85 -3.44 -0.27
H 1.22 -2.44 -2.92
H 3.80 -0.25 -2.14
C 3.04 0.04 -0.13
H 2.15 0.53 -0.53
C 3.97 1.13 0.41
C 4.37 2.14 -0.66
C 5.27 3.23 -0.09
C 4.58 3.95 1.07
C 4.18 2.95 2.15
C 3.28 1.86 1.56
H 2.36 2.32 1.20
H 3.01 1.15 2.35
H 3.66 3.46 2.96
H 5.08 2.49 2.56
H 5.24 4.71 1.48
H 3.68 4.45 0.69
H 5.53 3.94 -0.87
H 6.20 2.78 0.28
H 4.89 1.64 -1.48
H 3.47 2.60 -1.08
H 4.88 0.67 0.81
H 2.72 -0.60 0.69
H 5.75 -0.73 -0.76
H 6.16 -3.80 -0.17
H 6.92 -2.48 0.75
H 5.85 -3.64 1.57

Computed properties:
**Relative energy (zero: lowest compared OMol25 entry of this formula, charge and spin)**: 2.1 kcal per mole
**HOMO energy**: -0.2931 hartree
**Structure (SMILES)**: CNC[C@H](CC1CCCCC1)NC[C@H](Cc1ccccc1)NCC[C@]12C[C@H]3C[C@H](C[C@H](C3)C1)C2
**LUMO level**: 0.8 eV
**HOMO-LUMO gap**: 8.74 eV

# 7
Computed, not measured: a single C3H4N2O molecule in a non-equilibrium geometry, with ωB97M-V/def2-TZVPD.

Element x y z (Å)
N -1.29 -1.85 0.43
C -0.74 -0.77 0.11
O 0.60 -0.64 0.41
C 1.34 0.55 0.15
C 0.41 1.49 -0.51
N -0.67 1.65 -0.88
H -2.27 -1.79 0.13
H -1.28 0.10 -0.42
H 2.18 0.31 -0.50
H 1.71 0.96 1.09

Computed properties:
**Relative energy (zero: lowest compared OMol25 entry of this formula, charge and spin)**: 59.9 kcal per mole
**HOMO energy**: -0.3784 hartree
**Structure (SMILES)**: [H]/N=C/OCC#N
**LUMO level**: 0.5 eV
**HOMO-LUMO gap**: 10.75 eV

# 8
Computed, not measured: 2 unconnected molecules or ions with the total composition C5H7N2 in a non-equilibrium geometry, with ωB97M-V/def2-TZVPD.

Element x y z (Å)
C 1.92 0.76 0.35
C 1.67 -0.37 -0.52
C 1.00 1.16 1.23
C -2.75 -0.36 -0.54
C -0.26 -0.58 0.72
N 0.47 -0.99 -0.40
N -0.12 0.35 1.49
H 2.82 1.36 0.14
H 2.18 -0.86 -1.32
H 0.94 2.23 1.56
H -1.82 -1.04 -0.73
H -2.71 0.68 -0.96
H -3.52 -0.66 0.06
H 0.17 -1.68 -1.07

Computed properties:
**Relative energy (zero: lowest compared OMol25 entry of this formula, charge and spin)**: 158.5 kcal per mole
**HOMO energy (alpha / beta)**: -0.4679 / -0.5125 hartree
**Charge**: +1
**LUMO level (alpha / beta)**: -5.8 / -5.8 eV
**HOMO-LUMO gap (alpha / beta)**: 6.89 / 8.15 eV

# 9
Computed, not measured: a single C6H13N3S molecule in a non-equilibrium geometry, with ωB97M-V/def2-TZVPD.

Element x y z (Å)
C 2.66 0.15 0.02
C 2.18 -1.25 0.31
C -1.14 0.04 1.35
C -1.83 1.69 -0.42
C -1.93 -0.76 -0.74
C -1.16 0.32 -0.10
N 3.88 0.42 -0.10
N 1.05 -1.75 -0.43
N 0.15 0.29 -0.69
S 1.26 1.28 -0.05
H 3.14 -1.91 0.17
H 1.89 -1.18 1.38
H -2.22 -0.02 1.73
H -0.65 -0.95 1.40
H -0.77 0.83 1.99
H -1.64 2.10 -1.50
H -1.31 2.41 0.33
H -2.95 1.70 -0.27
H -1.89 -0.52 -1.82
H -1.34 -1.68 -0.59
H -2.85 -0.73 -0.27
H 4.22 1.36 -0.34
H 1.28 -1.86 -1.38

Computed properties:
**Relative energy (zero: lowest compared OMol25 entry of this formula, charge and spin)**: 0.0 kcal per mole
**HOMO energy (alpha / beta)**: -0.3095 / -0.3035 hartree
**LUMO level (alpha / beta)**: -0.2 / -0.8 eV
**HOMO-LUMO gap (alpha / beta)**: 8.24 / 7.41 eV

# 10
Computed, not measured: a single C10H8O3 molecule in a non-equilibrium geometry, with ωB97M-V/def2-TZVPD.

Element x y z (Å)
C -2.25 -0.86 0.48
C -2.46 -0.95 1.73
C 1.81 2.21 0.09
C -0.88 -2.25 -0.56
C -0.72 0.18 -1.21
C 1.58 -0.21 -0.01
C -0.11 1.18 1.07
C -1.65 -0.99 -0.82
C -0.72 -1.23 0.53
C 0.08 0.03 0.09
O 2.44 3.19 -0.19
O 2.31 1.00 -0.16
O 0.58 2.33 0.62
H -1.47 -3.11 -0.30
H -0.02 -2.46 -1.18
H -0.16 -0.04 -2.12
H -1.23 1.14 -1.32
H 1.93 -0.73 0.90
H 1.85 -0.82 -0.88
H -1.15 1.48 1.16
H 0.25 0.89 2.07

Computed properties:
**Relative energy (zero: lowest compared OMol25 entry of this formula, charge and spin)**: 167.4 kcal per mole
**HOMO energy**: -0.3610 hartree
**LUMO level**: 0.1 eV
**HOMO-LUMO gap**: 9.93 eV

# 11
Computed, not measured: a single C5H12N2O molecule in a non-equilibrium geometry, with ωB97M-V/def2-TZVPD.

Element x y z (Å)
C -0.43 0.38 1.06
C -1.36 -1.65 -0.18
C -0.29 1.85 1.26
C 1.66 0.35 -1.09
N -0.55 -0.43 -0.17
C 0.91 -0.58 -0.17
O -1.42 0.73 -0.81
N 1.38 -1.71 0.25
H -1.60 0.34 -1.68
H -0.80 -0.20 1.90
H 2.38 -1.76 0.09
H -2.41 -1.39 -0.08
H -1.22 -2.16 -1.13
H -1.08 -2.28 0.66
H -1.20 2.43 1.06
H 0.49 2.33 0.67
H -0.10 2.05 2.32
H 2.67 0.47 -0.72
H 1.75 -0.11 -2.08
H 1.21 1.34 -1.17

Computed properties:
**Relative energy (zero: lowest compared OMol25 entry of this formula, charge and spin)**: 175.4 kcal per mole
**HOMO energy (alpha / beta)**: -0.2289 / -0.2288 hartree
**LUMO level (alpha / beta)**: 0.5 / 0.5 eV
**HOMO-LUMO gap (alpha / beta)**: 6.73 / 6.73 eV

# 12
Computed, not measured: a single C5H7N molecule in a non-equilibrium geometry, with ωB97M-V/def2-TZVPD.

Element x y z (Å)
C 2.00 -0.08 -0.12
C 0.51 0.18 0.02
C -0.33 1.32 0.09
C -1.69 0.77 -0.05
C -1.63 -0.58 -0.10
N -0.30 -0.91 -0.09
H 2.42 -0.64 0.73
H 2.21 -0.69 -1.01
H 2.58 0.84 -0.23
H -0.78 1.65 1.04
H -2.63 1.33 0.02
H -2.39 -1.32 -0.22
H 0.03 -1.86 -0.09

Computed properties:
**Relative energy (zero: lowest compared OMol25 entry of this formula, charge and spin)**: 57.3 kcal per mole
**HOMO energy**: -0.2934 hartree
**Structure (SMILES)**: Cc1ccc[nH]1
**LUMO level**: 0.9 eV
**HOMO-LUMO gap**: 8.90 eV